{"formula": "C9H13NO2Sc", "method": "ωB97M-V/def2-TZVPD", "e_tot_ha": -1316.61706, "gap_ev": [3.93, 4.88], "largest_force_ev_per_a": 4.82, "de_lowest_kcal_mol": 0.00, "e_lumo_ha": [0.1029, 0.1025], "multiplicity": 1, "homo_ev": [-1.13, -2.10], "total_charge": -1, "symbols": ["C", "C", "C", "C", "C", "Sc", "N", "C", "C", "H", "H", "H", "H", "H", "H", "H", "H", "H", "H", "C", "C", "O", "O", "H", "H", "H"], "coordinates": [[0.3055, -1.8950, 0.9812], [-0.9090, -1.8652, 0.2150], [-1.7114, -0.7716, 0.6805], [-1.0110, -0.1498, 1.7646], [0.2447, -0.8154, 1.9249], [0.2834, 0.2209, -0.4322], [3.0416, 0.5861, 2.3933], [1.0742, -0.5415, -2.1193], [-0.2656, -0.7398, -2.4532], [-2.7265, -0.5430, 0.3481], [-1.2185, -2.6025, -0.5303], [-1.4105, 0.6443, 2.3939], [1.0220, -0.5597, 2.6490], [1.0791, -2.6719, 0.9275], [-0.7491, -1.7146, -2.3716], [1.6988, 0.1910, -2.6593], [3.4458, 0.7489, 1.4415], [-0.8832, -0.0237, -3.0107], [1.6543, -1.3232, -1.5899], [-0.5909, 4.1269, -0.4063], [-0.2318, 2.6659, -0.4385], [-0.8113, 1.8545, -1.2660], [0.6647, 2.2092, 0.3826], [-0.6624, 4.5324, -1.4210], [0.1585, 4.6503, 0.1892], [-1.5489, 4.2512, 0.1073]], "forces_ev_per_angstrom": [[-0.86, 0.50, 0.05], [-0.04, 0.08, 0.63], [0.37, -0.55, 0.36], [0.35, -0.83, -0.57], [-0.67, -0.29, 0.04], [-1.39, 0.82, 4.54], [0.01, -0.14, -0.65], [2.32, -0.94, -2.78], [-0.92, -0.71, -1.05], [0.46, 0.01, 0.01], [0.20, 0.39, 0.31], [0.34, -0.05, -0.33], [-0.08, 0.08, -0.53], [-0.29, 0.63, -0.09], [0.29, 0.33, 0.14], [-0.30, -0.22, 0.34], [0.02, 0.09, 0.36], [0.69, -0.09, 0.14], [-0.31, 0.09, -0.59], [0.12, -0.01, 0.18], [0.94, -1.35, 0.58], [0.50, 1.40, 0.91], [-1.68, 0.93, -1.83], [-0.04, -0.10, 0.24], [-0.02, 0.01, -0.20], [-0.01, -0.10, -0.20]], "mulliken_charge": [-0.723, -0.555, -0.464, -0.546, -0.518, 0.243, -0.621, -0.599, -0.444, 0.364, 0.636, 0.479, 0.683, 0.433, 0.231, 0.321, 0.000, 0.205, 0.261, -1.077, 1.073, -0.640, -0.626, 0.306, 0.317, 0.260]}